Entry 1:
Density functional theory data (ωB97M-V/def2-TZVPD) for 2 unconnected molecules or ions with the total composition C4H4O in a non-equilibrium geometry.

XYZ file:
```
9
Properties=species:S:1:pos:R:3:forces:R:3
O -1.400512 1.354055 1.618289 0.91 -0.63 -0.83
C -0.221512 1.143524 1.309521 -0.16 1.59 1.89
C 0.043014 -0.432657 -0.761498 2.21 -1.59 -0.28
C 1.346790 -0.869625 -0.860224 0.81 1.64 1.15
C -0.821709 -1.274588 -1.156563 -2.83 -0.75 -0.62
H 0.423821 0.515413 1.964433 -0.36 -0.49 -0.71
H 0.374446 1.935027 0.801628 -0.36 -0.51 -0.52
H 1.920213 -0.428929 -1.697436 -0.26 0.13 -0.25
H -1.664551 -1.942220 -1.218149 0.05 0.62 0.16
```
Positions in Å, forces in eV/Å.

Values from the calculation:
- LUMO level (alpha / beta) (Ha) = 0.158 / 0.160
- 2S+1 = 2
- HOMO energy (alpha / beta) (Ha) = -0.03116 / -0.09096
- net charge = -1

---

Entry 2:
Density functional theory data (ωB97M-V/def2-TZVPD) for 2 unconnected molecules or ions with the total composition C4H4O in a non-equilibrium geometry.

XYZ file:
```
9
Properties=species:S:1:pos:R:3:forces:R:3
C 1.372760 0.035632 0.010487 -0.13 -0.19 0.33
C -0.823039 -0.315380 0.609938 0.09 -0.18 0.16
C 0.224011 -0.813902 -0.340369 0.01 0.10 0.39
C 0.123254 0.696690 0.092721 -1.13 1.24 -0.66
O 2.552155 0.128134 -0.016365 0.53 -0.04 -0.22
H -1.839605 -0.262477 0.235953 0.11 0.05 -0.13
H -0.760859 -0.595105 1.655141 0.02 -0.04 0.02
H 0.092113 -1.370706 -1.245907 -0.05 -0.10 -0.36
H -0.940789 2.497117 -1.001596 0.56 -0.82 0.48
```
Positions in Å, forces in eV/Å.

Values from the calculation:
- LUMO level (alpha / beta) (Ha) = -0.051 / -0.024
- 2S+1 = 1
- HOMO energy (alpha / beta) (Ha) = -0.36872 / -0.34413

---

Entry 3:
Density functional theory data (ωB97M-V/def2-TZVPD) for C4H4O in the gas phase in a non-equilibrium geometry.

XYZ file:
```
9
Properties=species:S:1:pos:R:3:forces:R:3
C -0.406626 -1.039084 -0.682011 -4.34 0.60 0.64
C 0.751498 -1.460530 -0.925728 -1.24 -0.15 0.23
C 0.161006 1.212064 0.681074 0.83 -2.64 0.08
C -0.802261 0.485679 -0.155504 2.22 -1.15 -0.62
O -1.026592 0.587596 1.146256 -1.51 -0.49 0.79
H -1.504079 -1.401998 -0.588755 2.45 -0.73 -0.52
H 1.749159 -1.344572 -1.170165 1.47 0.24 -0.26
H 1.054253 0.768257 1.127430 -0.13 0.30 -0.49
H 0.023643 2.192588 0.567402 0.26 4.00 0.16
```
Positions in Å, forces in eV/Å.

Values from the calculation:
- LUMO level (alpha / beta) (Ha) = -0.014 / -0.014
- 2S+1 = 1
- HOMO energy (alpha / beta) (Ha) = -0.31196 / -0.31706

---

Entry 4:
Density functional theory data (ωB97M-V/def2-TZVPD) for C4H4O in the gas phase in a non-equilibrium geometry.

XYZ file:
```
9
Properties=species:S:1:pos:R:3:forces:R:3
C -0.306839 -2.172555 0.519458 1.31 -2.57 0.61
C -0.508282 -1.217900 -0.141516 -2.26 2.59 -0.71
C 0.174279 1.232554 0.144699 -0.86 -1.84 -2.01
C -1.071539 0.040494 -0.435169 4.87 3.54 2.91
O -0.979934 0.982179 0.781279 -2.08 -1.01 -0.66
H 0.226692 -3.024756 0.791118 0.23 -0.92 0.68
H 1.056576 0.802088 0.607621 0.08 -0.35 -0.18
H 0.383873 2.162846 -0.386575 -0.71 -0.04 -0.05
H -1.751746 0.266310 -1.203001 -0.58 0.60 -0.59
```
Positions in Å, forces in eV/Å.

Values from the calculation:
- LUMO level (Ha) = 0.035
- 2S+1 = 1
- HOMO energy (Ha) = -0.32779

---

Entry 5:
Density functional theory data (ωB97M-V/def2-TZVPD) for C4H4O in the gas phase.

XYZ file:
```
9
Properties=species:S:1:pos:R:3:forces:R:3
O 2.235293 0.439718 -0.105348 -0.49 0.22 0.06
C 1.080547 0.767034 -0.189510 0.48 -0.04 0.00
C 0.002477 0.369361 0.811006 0.06 -0.05 0.06
C -0.803570 -0.586012 0.050239 -0.21 -0.31 -0.45
C -1.288926 -1.312947 -0.777390 0.13 0.25 0.35
H 0.696103 1.329932 -1.062398 0.08 0.02 0.04
H -0.589372 1.243367 1.109617 0.07 -0.14 -0.09
H 0.465633 -0.075443 1.695762 -0.08 0.01 -0.14
H -1.708259 -1.963771 -1.510666 -0.04 0.05 0.16
```
Positions in Å, forces in eV/Å.

Values from the calculation:
- LUMO level (Ha) = 0.036
- 2S+1 = 1
- HOMO energy (Ha) = -0.36526

---

Entry 6:
Density functional theory data (ωB97M-V/def2-TZVPD) for C4H4O in the gas phase in a non-equilibrium geometry.

XYZ file:
```
9
Properties=species:S:1:pos:R:3:forces:R:3
C 0.300707 0.987648 0.036778 -0.61 0.94 -1.43
C -1.037405 0.339041 -0.105063 1.75 -1.67 2.36
C -0.667827 -0.996554 -0.020769 0.08 1.75 -0.37
C 1.261409 0.010467 -0.063477 -1.27 1.25 1.14
H 0.464087 2.089786 -0.012358 0.01 -1.22 0.16
H -2.072478 0.623168 0.243701 1.44 0.16 -1.09
H -1.261501 -1.859272 -0.062086 -0.53 -1.06 0.17
H 2.332496 0.006253 -0.043673 0.15 0.18 -0.03
O 0.680513 -1.200537 0.026943 -1.02 -0.33 -0.91
```
Positions in Å, forces in eV/Å.

Values from the calculation:
- LUMO level (Ha) = 0.042
- 2S+1 = 1
- HOMO energy (Ha) = -0.32707

---

Entry 7:
Density functional theory data (ωB97M-V/def2-TZVPD) for C4H4O in the gas phase.

XYZ file:
```
9
Properties=species:S:1:pos:R:3:forces:R:3
O -1.506400 0.997801 0.703758 -0.02 -0.33 -0.72
C -0.896368 0.542578 -0.229347 -0.86 -0.28 -0.06
C -0.426437 -0.947965 -0.314941 -0.29 0.44 0.09
C 0.856779 -0.498359 0.220638 0.64 0.57 0.23
C 1.516870 0.463253 0.547892 0.39 -0.89 0.06
H -0.480651 1.147971 -1.058968 -0.25 0.07 0.10
H -0.352200 -1.385689 -1.322309 -0.07 0.34 0.34
H -1.026787 -1.581767 0.344102 0.27 0.14 -0.04
H 2.106520 1.271474 0.906792 0.19 -0.07 0.00
```
Positions in Å, forces in eV/Å.

Values from the calculation:
- LUMO level (Ha) = 0.034
- 2S+1 = 1
- HOMO energy (Ha) = -0.35596

---

Entry 8:
Density functional theory data (ωB97M-V/def2-TZVPD) for C4H4O in the gas phase in a non-equilibrium geometry.

XYZ file:
```
9
Properties=species:S:1:pos:R:3:forces:R:3
C -1.644767 -0.239589 -0.186682 -0.78 1.85 1.99
C 0.853284 -0.021275 0.562184 -0.76 0.84 2.69
C 0.177415 1.052476 -0.138799 0.78 0.21 -0.24
C -0.310368 -0.504918 -0.351293 0.27 -0.58 -0.64
O -2.747251 0.075679 0.067896 2.64 -1.25 -1.28
H 1.836136 -0.208387 0.181798 0.52 -0.83 -0.29
H 0.814537 -0.247065 1.687509 -0.51 0.37 -1.72
H 0.917881 1.426639 -0.916505 -1.56 -0.45 0.23
H 0.103135 -1.333560 -0.906112 -0.60 -0.16 -0.74
```
Positions in Å, forces in eV/Å.

Values from the calculation:
- LUMO level (Ha) = 0.006
- 2S+1 = 1
- HOMO energy (Ha) = -0.29813

---

Entry 9:
Density functional theory data (ωB97M-V/def2-TZVPD) for C4H4O2 in the gas phase in a non-equilibrium geometry.

XYZ file:
```
10
Properties=species:S:1:pos:R:3:forces:R:3
C -0.302668 0.280548 0.032117 1.67 -1.33 -1.27
C 0.316961 0.328617 -1.482960 -1.82 2.25 2.90
C -0.503916 0.948059 1.143227 -2.20 2.16 0.59
C 0.336207 -1.124911 -0.009292 -3.16 0.40 0.63
O 0.303075 1.062841 -2.398429 0.17 -0.01 -0.76
O 0.944664 -0.796041 -1.246687 2.40 -1.78 -1.03
H -0.671353 0.417898 2.093481 0.55 0.04 -0.46
H -0.862315 2.025600 1.209460 0.84 -1.37 -0.42
H 0.887093 -1.255730 0.937273 0.53 -0.62 -1.13
H -0.447749 -1.886882 -0.278191 1.01 0.26 0.93
```
Positions in Å, forces in eV/Å.

Values from the calculation:
- LUMO level (Ha) = 0.024
- 2S+1 = 1
- HOMO energy (Ha) = -0.38848

---

Entry 10:
Density functional theory data (ωB97M-V/def2-TZVPD) for C4H4O2 in the gas phase in a non-equilibrium geometry.

XYZ file:
```
10
Properties=species:S:1:pos:R:3:forces:R:3
C -2.007951 -0.018694 -0.563318 -1.35 -0.27 0.74
C -0.665896 -0.016736 -0.778080 -0.17 2.48 -0.77
C 0.127532 -0.851415 0.296770 -1.54 -1.28 1.58
C 1.224033 0.004255 0.791753 -0.69 1.40 2.86
O -3.114664 0.169980 -0.301391 1.55 -0.31 -0.36
O 0.194969 -1.020152 -1.089359 1.09 -1.83 -0.77
H -0.203991 0.908031 -1.136069 -0.86 0.41 -0.02
H 1.214217 0.816829 0.130962 1.14 1.50 -1.23
H 2.132413 -0.542219 0.806767 0.97 -0.41 -0.06
H 1.099336 0.550120 1.841965 -0.13 -1.70 -1.97
```
Positions in Å, forces in eV/Å.

Values from the calculation:
- LUMO level (alpha / beta) (Ha) = -0.017 / -0.017
- 2S+1 = 1
- HOMO energy (alpha / beta) (Ha) = -0.27961 / -0.27974

---

Values for relative energy (zero: lowest compared OMol25 entry of this formula, charge and spin), kcal/mol, ordered as above
50.1 146.8 146.1 100.3 36.6 13.0 53.0 94.6 37.7 123.8